No. 1
ORCA calculation (wB97M-V/def2-TZVPD) on a 2-piece molecular cluster, C28H41BrCl2N5O9PS overall.

As for the spin multiplicity: 1. The maximum force is 0.187 hartree/bohr. As for the frontier orbital gap: 0.0860 Eh. The HOMO energy comes out at -4.71 eV. The charge is 0.

Last column: Mulliken charge in e.
Geometry (Å):
1 C -1.66547 -4.62065 5.40903  -0.81
2 C -0.84859 -4.37845 3.97599  0.46
3 O -0.63416 -5.41043 3.12944  -0.56
4 N -0.33099 -2.95064 3.71327  -0.34
5 C -1.45387 -2.18483 2.98689  -0.48
6 C -1.04185 -0.59826 2.85939  -0.52
7 C -1.04928 -0.04646 1.28022  0.33
8 C -1.34826 1.56216 1.17696  -0.76
9 N -1.40843 2.12518 -0.21750  1.09
10 C -2.36579 1.50962 -1.21146  -1.09
11 N -3.73330 1.39626 -1.24675  0.65
12 C -4.57696 1.94493 -0.11383  -0.87
13 C -4.97287 0.73766 0.97255  0.76
14 O -5.26106 1.07951 2.25536  -0.54
15 Br -5.01293 -1.21752 0.54060  -0.10
16 P -4.66240 0.62668 -2.60761  0.66
17 O -6.34975 0.38202 -2.10918  -0.46
18 O -4.06631 -0.94897 -3.04765  -0.50
19 S -4.73290 1.90912 -4.07954  -0.26
20 N -1.52127 0.99527 -2.38331  -0.11
21 C -0.06999 1.06913 -1.86555  -0.34
22 C 1.00740 0.90321 -3.06649  -0.40
23 C 1.03898 -0.71184 -3.46913  -0.60
24 C 2.20854 -1.45858 -2.59728  -0.25
25 N 1.67637 -2.72283 -1.95509  -0.24
26 C 2.61352 -3.89121 -2.19971  -0.74
27 C 3.89189 -3.83899 -1.15428  0.52
28 C 5.10720 -2.74645 -1.36390  -0.11
29 C 6.36544 -2.71906 -0.31295  -0.49
30 C 6.36544 -3.80334 0.91735  -0.32
31 C 5.16849 -4.92316 1.12535  -0.39
32 C 3.88204 -4.96008 0.07726  0.09
33 O 2.73731 -5.87832 0.18027  -0.48
34 C -0.07106 2.44399 -0.91218  0.73
35 C 1.32796 2.24065 -0.08675  0.29
36 C 1.77939 3.49827 0.86178  -0.18
37 O 2.52925 4.47492 0.27965  -0.54
38 O 1.41735 3.71891 2.26970  -0.12
39 C 2.52840 3.41882 3.18912  0.49
40 C 2.49330 1.89939 3.88717  -0.58
41 O 3.47880 4.32223 3.48028  -0.50
42 C -0.19059 3.90734 -1.65942  -0.66
43 Cl 0.22674 4.21029 -3.47885  -0.18
44 C -0.65208 5.16624 -0.94596  0.11
45 C -0.69835 6.62929 -1.75553  -1.06
46 Cl -1.18968 5.20664 0.82296  -0.16
47 H -2.83933 -4.46130 5.26839  0.23
48 H -1.40082 -5.68602 5.82288  0.29
49 H -1.30780 -3.79382 6.15984  0.30
50 H 0.45678 -2.99458 3.02948  0.31
51 H -2.38152 -2.23345 3.71318  0.27
52 H -1.76344 -2.69608 1.98042  0.33
53 H 0.07051 -0.46072 3.26898  0.12
54 H -1.79754 0.04410 3.48069  0.32
55 H -1.89277 -0.68855 0.73294  -0.05
56 H -0.02770 -0.39567 0.82899  -0.05
57 H -2.43157 1.72519 1.65253  0.46
58 H -0.60941 2.11714 1.91114  0.15
59 H -3.98241 2.75003 0.50251  0.33
60 H -5.57907 2.45933 -0.45621  0.49
61 H -6.74083 1.28710 -1.88219  0.36
62 H -3.43417 -1.19840 -2.29472  0.38
63 H -1.55892 1.73898 -3.14329  0.42
64 H 0.00065 0.02518 -1.30869  -0.15
65 H 0.55655 1.44435 -4.02553  0.33
66 H 2.06457 1.36702 -2.89871  0.22
67 H -0.05162 -1.11627 -3.20301  0.22
68 H 1.17379 -0.83044 -4.64359  0.35
69 H 3.16612 -1.65312 -3.28137  0.19
70 H 2.51923 -0.72532 -1.72605  0.05
71 H 0.71060 -2.96179 -2.32587  0.29
72 H 1.99622 -4.88342 -2.11782  0.34
73 H 3.02579 -3.84835 -3.31072  0.33
74 H 5.07583 -1.95952 -2.25232  0.15
75 H 7.25232 -1.94743 -0.44188  0.29
76 H 7.26996 -3.79453 1.69119  0.27
77 H 5.16805 -5.68166 2.01795  0.31
78 H 3.01838 -6.81980 -0.03628  0.34
79 H 1.35686 1.27154 0.60097  0.07
80 H 2.23005 2.08339 -0.85357  0.51
81 H 2.93519 1.14702 3.10318  0.21
82 H 3.01085 1.86437 4.93544  0.34
83 H 1.32987 1.65625 3.99688  0.14
84 H 0.42644 7.00329 -1.89855  0.29
85 H -1.22594 6.55564 -2.79714  0.35
86 H -1.21398 7.43603 -1.05948  0.33
87 O -6.31174 5.20124 -5.05637  -0.95
88 H -6.19965 4.28539 -5.23490  0.12

No. 2
ORCA calculation (wB97M-V/def2-TZVPD) on C28H41BrGeN4O8S4Si3Y as an isolated structure.

As for the spin multiplicity: 2. The maximum force is 0.070 hartree/bohr. As for the frontier orbital gap: 0.2455 Eh. Its expectation value of S² is 0.752. Its energy relative to the best compared isomer or geometry (same formula, charge and spin) is 89.6 kcal per mole. The HOMO energy comes out at -7.23 eV. The charge is 0.

Last column: Mulliken charge in e.
Geometry (Å):
1 Y -0.02154 0.88809 -2.26451  0.67
2 O -4.29498 -4.90894 -0.73755  -0.60
3 C -3.60795 -3.97590 -1.04524  0.67
4 S -4.05103 -2.29622 -0.79208  -0.18
5 C -2.61447 -1.47483 -1.40417  -0.20
6 C -1.70100 -2.26923 -1.88515  0.51
7 S -0.33155 -1.82181 -2.80380  -0.78
8 S -1.85314 -4.06997 -1.63132  -0.15
9 S -2.77591 0.35202 -1.66920  -0.37
10 C 2.31713 2.69028 -4.41790  -1.23
11 O 2.22197 1.75310 -3.36020  0.04
12 C 3.25088 0.93998 -3.18811  0.77
13 C 4.34867 0.86119 -4.03299  -0.59
14 C 5.43388 -0.01041 -3.66310  -0.82
15 Br 7.02333 -0.03086 -4.64503  -0.19
16 C 5.17456 -1.03959 -2.75860  -0.54
17 C 3.97640 -1.07762 -2.08986  0.71
18 C 2.98127 -0.06927 -2.20349  -0.18
19 O 1.90631 0.06491 -1.51459  -0.43
20 C 3.63298 -2.19285 -1.25983  0.01
21 N 2.39501 -2.61936 -1.08555  0.53
22 C 2.39781 -3.70913 -0.19481  1.32
23 C 1.31160 -4.34685 0.31486  0.02
24 C 1.66977 -5.42173 1.09904  -0.29
25 C 2.96479 -5.77646 1.43130  -0.93
26 C 4.00927 -5.04581 0.93497  -0.78
27 C 3.74974 -3.98315 0.08355  -0.35
28 N 4.46486 -3.06691 -0.63327  0.02
29 H 3.24765 3.25450 -4.31038  0.51
30 H 1.44367 3.38410 -4.29428  0.13
31 H 2.28786 2.18748 -5.32565  0.49
32 H 4.45239 1.62204 -4.81764  0.49
33 H 5.93700 -1.80592 -2.62188  0.41
34 H 1.49857 -2.31463 -1.54453  -0.29
35 H 0.24398 -4.10999 0.10886  -0.22
36 H 0.90762 -6.09193 1.51730  0.37
37 H 3.16089 -6.54820 2.14492  0.42
38 H 5.01229 -5.33457 1.17020  0.43
39 H 5.42491 -3.05772 -0.89125  0.25
40 O -0.28046 1.56149 -0.18793  0.11
41 N -0.13804 1.98619 1.30932  0.72
42 O -0.69770 3.93667 -4.72363  -0.60
43 N -0.63104 2.98737 -3.97589  1.10
44 O -0.74899 1.82418 -4.36569  -0.65
45 O -0.48982 3.14673 -2.68211  -0.39
46 C -2.73381 -6.35383 2.78843  -1.10
47 C -2.29859 -4.94979 2.40685  0.40
48 O -2.98953 -4.04824 2.19477  -0.27
49 H -2.45190 -7.11980 1.98206  0.26
50 H -3.81670 -6.25678 2.88901  0.34
51 H -2.21991 -6.67220 3.66062  0.37
52 C 2.96857 2.37982 0.94118  -1.09
53 Si 1.27524 2.86953 1.66712  -0.10
54 C 1.39934 2.66642 3.52233  -1.00
55 C 1.26153 4.72964 1.26679  -1.02
56 Ge -1.97284 1.58500 0.78159  -0.05
57 Si -3.13041 3.56272 0.30860  1.01
58 C -4.72692 3.11579 -0.61367  -1.24
59 C -3.43943 4.23002 2.02860  -1.32
60 C -2.26918 4.78180 -0.81595  -1.08
61 Si -2.57421 -0.13822 2.31064  0.61
62 C -1.32925 -1.48174 2.03954  -0.47
63 C -4.33311 -0.61455 1.79875  -1.26
64 C -2.50036 0.50188 4.10965  -1.07
65 H 3.71561 2.96306 1.60027  0.33
66 H 3.19565 2.65552 -0.04102  0.38
67 H 3.28420 1.34893 1.22047  0.24
68 H 2.26600 3.16595 3.91815  0.35
69 H 1.62661 1.59559 3.59673  0.25
70 H 0.48206 2.97201 4.08500  0.23
71 H 2.14445 5.18527 1.68605  0.43
72 H 0.31183 5.17291 1.67202  0.19
73 H 1.30278 4.98871 0.19947  0.28
74 H -5.15043 2.05949 -0.69849  0.23
75 H -4.75697 3.43805 -1.65395  0.37
76 H -5.50750 3.65491 -0.08426  0.42
77 H -4.22505 3.69495 2.44608  0.42
78 H -3.79490 5.24633 1.91270  0.46
79 H -2.57099 4.18550 2.69592  0.28
80 H -2.28296 4.51175 -1.84028  0.26
81 H -1.20908 5.01235 -0.57612  0.13
82 H -2.88050 5.66146 -0.63239  0.48
83 H -1.64936 -2.14719 1.22197  -0.33
84 H -0.98058 -2.06468 2.85457  0.73
85 H -0.44352 -0.96935 1.63799  0.05
86 H -4.53508 -1.66907 1.83053  0.40
87 H -4.55139 -0.22582 0.79857  0.23
88 H -5.07021 -0.21294 2.44304  0.51
89 H -1.53252 1.07075 4.26700  0.20
90 H -2.64128 -0.32092 4.81544  0.38
91 H -3.27483 1.26855 4.26449  0.30

No. 3
ORCA calculation (wB97M-V/def2-TZVPD) on C28H41GeIN8OTeW as an isolated structure.

As for the spin multiplicity: 1. The maximum force is 0.008 hartree/bohr. As for the frontier orbital gap: 0.2255 Eh. Its energy relative to the best compared isomer or geometry (same formula, charge and spin) is 9.0 kcal per mole. The HOMO energy comes out at -11.64 eV. The charge is +2.

Last column: Mulliken charge in e.
Geometry (Å):
1 W -0.63870 -0.16597 -0.35037  -0.52
2 C -2.21935 4.76396 1.97603  -1.11
3 N -1.73135 3.39710 2.14355  0.15
4 C -1.51874 2.89401 3.49649  -1.04
5 C -1.44545 2.59469 1.10011  0.68
6 N -0.84030 1.45364 1.19483  0.41
7 N -1.88876 3.06658 -0.12801  -0.09
8 C -1.47159 2.69477 -1.39285  0.47
9 N -1.79339 3.61189 -2.34995  -0.51
10 N -0.88419 1.57445 -1.62629  0.19
11 H -2.10720 5.28846 2.91971  0.36
12 H -3.27606 4.79405 1.69706  0.33
13 H -1.62598 5.30306 1.23688  0.41
14 H -2.04047 3.54386 4.19309  0.40
15 H -0.46053 2.86329 3.75662  0.29
16 H -1.92861 1.88725 3.59306  0.30
17 H -0.40238 1.28307 2.09916  -0.43
18 H -2.54440 3.82977 -0.10759  0.32
19 H -1.77294 4.59191 -2.12294  0.20
20 H -1.59518 3.39396 -3.31162  0.22
21 H -0.52779 1.50022 -2.57110  -0.40
22 C 0.04598 -2.63275 3.33514  -0.74
23 C -1.19393 -2.58856 3.94634  -1.06
24 C -2.22303 -1.90635 3.32029  -0.71
25 C -1.99978 -1.28095 2.10498  1.18
26 N -0.77729 -1.29033 1.53159  0.65
27 C 0.20515 -1.96205 2.13848  -0.37
28 C -3.10229 -0.65700 1.32619  0.69
29 C -4.42099 -0.66133 1.76012  -0.67
30 C -5.41554 -0.16362 0.93777  -0.83
31 C -5.07256 0.31687 -0.31612  -0.98
32 C -3.74149 0.30006 -0.67958  -0.28
33 N -2.77635 -0.15492 0.12586  0.33
34 H 0.88205 -3.15997 3.77075  0.50
35 H -1.36822 -3.09075 4.88881  0.49
36 H -3.20000 -1.88950 3.77894  0.46
37 H 1.16180 -1.95848 1.63799  0.19
38 H -4.68607 -1.06683 2.72432  0.45
39 H -6.44655 -0.17012 1.26486  0.49
40 H -5.81728 0.68991 -1.00452  0.48
41 H -3.41435 0.64763 -1.65019  0.52
42 C -1.57273 -2.43766 -4.28636  -1.35
43 Ge -0.10349 -1.83723 -3.15282  0.83
44 C 1.24375 -3.22916 -2.98209  -1.08
45 C 0.62479 -0.20926 -3.95940  -0.75
46 C -1.03556 -1.66641 -1.36721  -0.47
47 H -1.20801 -2.61907 -5.29907  0.41
48 H -2.36759 -1.69278 -4.33563  0.35
49 H -1.98690 -3.36999 -3.90229  0.41
50 H 2.09186 -3.01135 -3.63021  0.26
51 H 0.81173 -4.18564 -3.27610  0.53
52 H 1.60604 -3.31222 -1.95865  0.26
53 H 1.26857 -0.50930 -4.78848  0.43
54 H 1.23447 0.36808 -3.26601  -0.31
55 H -0.17604 0.40034 -4.38742  0.47
56 H -1.73877 -2.49989 -1.38821  0.39
57 C 3.19827 -1.55049 -0.39215  -0.99
58 Te 2.07037 0.25305 -0.05605  0.07
59 C 3.20860 0.98796 -1.72616  -1.33
60 C 3.78604 -0.21085 -2.42396  0.42
61 C 4.32739 -0.10767 -3.70297  -0.74
62 C 4.91837 -1.20764 -4.30158  -0.59
63 C 4.97969 -2.41827 -3.62236  -0.60
64 C 4.42899 -2.52963 -2.35714  -0.52
65 C 3.81825 -1.43145 -1.75784  0.40
66 H 2.52248 -2.40041 -0.31524  0.56
67 H 3.95001 -1.62203 0.39336  0.54
68 H 3.99151 1.61420 -1.29807  0.62
69 H 2.60321 1.61760 -2.38128  0.57
70 H 4.29545 0.84158 -4.22493  0.46
71 H 5.34047 -1.11927 -5.29378  0.44
72 H 5.44921 -3.27711 -4.08331  0.43
73 H 4.46142 -3.47862 -1.83456  0.44
74 N 1.40333 0.45902 5.67006  -0.34
75 C 1.61728 0.60187 4.35051  0.44
76 O 0.70307 0.63280 3.53186  -0.40
77 C 3.05336 0.72660 3.91312  -1.03
78 I 3.84254 -1.22255 3.54493  0.08
79 H 0.46399 0.31934 6.00313  0.23
80 H 2.16111 0.39223 6.32775  0.21
81 H 3.69087 1.19463 4.65722  0.59
82 H 3.09668 1.26167 2.97153  0.21